Density functional theory data (the ωB97M-V functional and the def2-TZVPD basis) for a 5-piece molecular cluster, C18H34BBr8NO5PS2 overall in a non-equilibrium geometry.

```
70
Properties=species:S:1:pos:R:3
C 1.274 2.873 2.556
B 0.985 2.102 1.245
O 0.567 2.701 0.111
N 1.256 0.548 0.990
C 0.081 0.063 0.098
C -1.292 0.493 0.572
C -1.739 0.438 1.888
C -3.006 0.866 2.242
C -3.884 1.363 1.297
C -5.254 1.859 1.665
C -3.454 1.397 -0.026
C -2.191 0.978 -0.385
C 2.495 0.508 0.103
S 3.957 1.439 0.678
O 5.098 0.620 0.410
O 3.840 2.729 0.069
P 1.527 -0.578 2.382
O 1.127 0.282 3.660
O 0.425 -1.711 2.221
S 3.300 -1.268 2.470
H 1.992 2.431 3.241
H 1.594 3.886 2.310
H 0.334 2.943 3.120
H -0.255 3.202 0.190
H 0.203 -1.010 -0.074
H 0.241 0.533 -0.870
H -1.108 0.077 2.681
H -3.308 0.818 3.283
H -6.040 1.211 1.275
H -5.350 1.977 2.745
H -5.405 2.851 1.230
H -4.124 1.765 -0.795
H -1.917 1.043 -1.432
H 2.787 -0.510 -0.138
H 2.246 1.034 -0.821
H 3.790 1.502 2.020
H 0.562 -0.189 4.291
H 0.447 -2.245 3.039
Br -1.313 -1.172 -2.734
C -0.225 -1.370 -4.336
C 1.115 -1.954 -3.979
Br 2.204 -0.594 -3.107
H -0.142 -0.384 -4.780
H -0.782 -2.023 -5.003
H 1.666 -2.258 -4.866
H 1.041 -2.790 -3.292
Br 10.084 -1.482 -1.079
C 9.093 0.154 -1.420
C 7.616 -0.101 -1.556
Br 7.176 -0.907 -3.273
H 9.519 0.597 -2.314
H 9.284 0.798 -0.565
H 7.062 0.833 -1.520
H 7.240 -0.772 -0.792
Br 0.052 -3.986 -0.175
C 0.688 -5.321 1.094
C -0.391 -5.783 2.035
Br -0.789 -4.491 3.445
H 1.532 -4.880 1.615
H 1.032 -6.152 0.484
H -0.069 -6.678 2.562
H -1.331 -5.976 1.529
Br -8.208 0.487 -0.796
C -8.382 2.252 -1.594
C -7.646 2.349 -2.903
Br -5.721 2.473 -2.639
H -8.017 2.964 -0.861
H -9.448 2.403 -1.750
H -7.928 3.255 -3.434
H -7.814 1.486 -3.538
```

Values from the calculation:
total charge	+1
HOMO energy	-11.321	eV
E_tot	-22891.799987	Ha